1.
This record from the Open Molecules 2025 dataset describes a 2-piece molecular cluster, C3H11NO2Si overall at a distorted geometry. The level of theory is ωB97M-V/def2-TZVPD.

```
! wB97M-V def2-TZVPD RIJCOSX def2/J DEFGRID3
* xyz 0 1
C -3.0063 -0.0677 -0.1842
C 1.3156 0.0094 1.8545
C 1.8701 1.2433 -1.2586
N -1.9524 -0.9179 0.0870
O 1.3138 -1.5652 -0.6422
O -0.5193 0.3402 -0.5851
Si 0.8976 -0.0413 -0.0565
H -2.7908 0.9046 -0.0194
H -3.4813 -0.0045 -1.1286
H -3.8052 -0.3756 0.4427
H 0.6289 0.7961 2.2886
H 1.0758 -0.8848 2.3439
H 2.4292 0.0576 2.0356
H 2.5651 1.8426 -0.7429
H 2.3993 0.5975 -1.8950
H 1.0477 1.8582 -1.7045
H -1.7942 -1.6027 -0.6419
H 1.8064 -2.1897 -0.1934
*
```

Calculated values
- HOMO-LUMO gap (spin up / spin down) (eV) = 8.532 / 8.094
- LUMO level (spin up / spin down) (Eh) = -0.0304 / -0.0441
- highest occupied orbital energy (spin up / spin down) (eV) = -9.36 / -9.29
- ΔE to the lowest compared entry with this formula, charge and spin (kcal per mole) = 111.7



2.
This record from the Open Molecules 2025 dataset describes C24H26Cl2N7O6PbSe2Te2 as an isolated structure. The level of theory is ωB97M-V/def2-TZVPD.

```
! wB97M-V def2-TZVPD RIJCOSX def2/J DEFGRID3
* xyz 1 1
Pb -0.8729 -2.4813 0.5144
Se -2.2796 -3.3870 2.6663
Te -2.5645 -5.4249 1.2233
Te -0.3542 -6.8139 2.0740
Se 1.3263 -5.0202 1.9131
Cl 1.0718 -0.3590 -1.8634
C 2.0186 1.1153 -2.1938
Cl 3.5605 1.0854 -1.3446
H 1.4424 1.9665 -1.8513
H 2.2047 1.1504 -3.2604
C 2.0323 2.0935 2.2728
C 1.9812 0.6298 2.6977
C 1.6184 0.5331 4.1756
C 3.3261 -0.0465 2.4224
N 0.8789 0.0397 1.8979
N 0.7500 -1.3775 2.0265
H 2.7296 2.6452 2.9027
H 1.0459 2.5495 2.3681
H 2.3706 2.1893 1.2387
H 2.4076 0.9751 4.7835
H 1.5096 -0.5016 4.5110
H 0.6873 1.0647 4.3761
H 4.1305 0.5105 2.9027
H 3.5322 -0.0759 1.3495
H 3.3675 -1.0640 2.8188
H 1.0608 0.2140 0.9129
H 0.4501 -1.5792 2.9759
H 1.6312 -1.8685 1.8659
O 2.0199 -5.2957 0.1688
C 2.2452 -4.1687 -0.4865
O 1.9548 -3.0690 -0.0508
C 2.8692 -4.3430 -1.8255
C 3.0584 -3.1915 -2.5800
C 3.5967 -3.3074 -3.8421
C 3.9776 -4.5221 -4.3796
C 3.7837 -5.6415 -3.5934
C 3.2314 -5.5860 -2.3280
N 4.1751 -6.9617 -4.1388
O 3.9546 -7.9295 -3.4444
O 4.6846 -6.9748 -5.2356
N 3.7510 -2.0814 -4.6564
O 4.2272 -2.2051 -5.7593
O 3.3743 -1.0380 -4.1605
H 2.7827 -2.2242 -2.1893
H 4.4030 -4.5958 -5.3695
H 3.0925 -6.4947 -1.7608
N -4.5094 4.1508 1.4316
C -5.1129 5.2818 0.9233
C -5.7391 6.3675 1.5319
C -6.2390 7.3359 0.6890
C -6.1235 7.2332 -0.7109
C -5.5043 6.1574 -1.3041
C -4.9898 5.1638 -0.4666
N -4.3301 3.9935 -0.7871
C -4.0632 3.4269 0.3569
C -3.3587 2.1487 0.4658
C -3.0660 1.5369 1.6822
C -2.3910 0.3341 1.6861
N -2.0086 -0.2804 0.5654
C -2.2920 0.3026 -0.6065
C -2.9557 1.5043 -0.7031
H -4.4129 3.9195 2.4035
H -5.8324 6.4508 2.6064
H -6.7348 8.1991 1.1120
H -6.5341 8.0210 -1.3277
H -5.4138 6.0711 -2.3782
H -3.3509 1.9745 2.6289
H -2.1480 -0.1605 2.6180
H -1.9628 -0.2174 -1.4992
H -3.1715 1.9524 -1.6621
*
```

Calculated values
- HOMO-LUMO gap (eV) = 7.317
- LUMO level (Eh) = -0.1241
- highest occupied orbital energy (eV) = -10.69
- ΔE to the lowest compared entry with this formula, charge and spin (kcal per mole) = 1.9



3.
This record from the Open Molecules 2025 dataset describes a single C4H7ClN2 molecule at a distorted geometry. The level of theory is ωB97M-V/def2-TZVPD.

```
! wB97M-V def2-TZVPD RIJCOSX def2/J DEFGRID3
* xyz 0 1
C -1.0609 1.8217 -0.2052
C -0.6711 0.5660 0.0092
C 0.7254 0.1725 -0.3376
N 1.2014 -0.8833 0.2262
N 2.5116 -1.2117 -0.0151
C -1.5304 -0.4045 0.7376
Cl -2.3629 -1.5535 -0.3811
H -2.0553 2.1247 0.0724
H -0.4844 2.5026 -0.7855
H 1.2131 0.7299 -1.0819
H 2.8917 -0.7334 -0.8268
H 2.6886 -2.2182 -0.1630
H -2.2451 0.0777 1.4534
H -0.8219 -0.9905 1.2975
*
```

Calculated values
- SMILES = C=C(/C=N/N)CCl
- HOMO-LUMO gap (eV) = 9.562
- LUMO level (Eh) = 0.0281
- highest occupied orbital energy (eV) = -8.80
- ΔE to the lowest compared entry with this formula, charge and spin (kcal per mole) = 54.2



4.
This record from the Open Molecules 2025 dataset describes C10H29BF3N2O7SV as an isolated structure at a distorted geometry. The level of theory is ωB97M-V/def2-TZVPD.

```
! wB97M-V def2-TZVPD RIJCOSX def2/J DEFGRID3
* xyz -1 2
O 10.7560 11.8518 -10.8256
V 9.9023 11.7051 -12.1363
B 12.0363 10.9026 -13.3128
H 12.1717 10.9242 -14.5193
H 12.9915 10.4036 -12.7836
H 11.8672 12.0076 -12.9206
H 11.0330 10.2876 -13.1173
C 10.6637 7.9452 -10.4200
F 11.8243 8.1744 -11.0190
F 10.6574 6.6848 -9.9801
F 10.5779 8.7423 -9.3424
S 9.2621 8.2675 -11.5602
O 8.0748 7.7973 -10.9168
O 9.3325 9.7165 -11.7077
O 9.6514 7.5349 -12.7391
C 7.8699 13.0772 -10.3884
O 8.0648 12.3294 -11.5394
H 7.6588 12.4395 -9.5132
H 8.7422 13.7116 -10.1774
H 6.9644 13.7054 -10.4575
C 8.6873 13.2869 -16.1326
C 9.4615 12.8968 -14.8873
C 9.6748 14.0790 -13.9684
O 10.3420 13.7390 -12.7700
C 11.3802 14.6264 -12.4170
N 8.8416 11.7778 -14.1236
H 9.0720 14.2247 -16.5386
H 7.6140 13.3586 -15.9576
H 8.8635 12.5235 -16.8931
H 10.4678 12.5442 -15.1324
H 8.7779 14.6978 -13.8023
H 10.2602 14.8282 -14.5222
H 12.1971 14.6853 -13.1374
H 11.7411 14.3370 -11.4344
H 10.9667 15.6377 -12.3093
H 8.6382 11.0326 -14.7820
H 7.9282 12.1332 -13.8259
C 15.2467 8.5657 -9.9025
C 14.5532 9.5896 -9.0475
C 15.4669 10.1445 -7.9876
O 15.5245 9.2276 -6.9021
C 16.6354 9.4450 -6.0814
N 14.0604 10.6596 -9.9152
H 14.5985 7.9963 -10.5719
H 15.7405 7.7902 -9.3038
H 16.0494 8.9795 -10.5227
H 13.7043 9.0906 -8.5619
H 15.0925 11.1168 -7.6332
H 16.4710 10.3711 -8.3733
H 16.7312 10.4879 -5.7520
H 17.5702 9.1158 -6.5475
H 16.4475 8.8608 -5.1770
H 13.8577 10.3057 -10.8405
H 13.2566 11.1560 -9.5584
*
```

Calculated values
- HOMO-LUMO gap (spin up / spin down) (eV) = 7.802 / 8.314
- LUMO level (spin up / spin down) (Eh) = 0.0859 / 0.0859
- highest occupied orbital energy (spin up / spin down) (eV) = -5.46 / -5.97
- ΔE to the lowest compared entry with this formula, charge and spin (kcal per mole) = 0.0



5.
This record from the Open Molecules 2025 dataset describes a 4-piece molecular cluster, C16H20N4 overall at a distorted geometry. The level of theory is ωB97M-V/def2-TZVPD.

```
! wB97M-V def2-TZVPD RIJCOSX def2/J DEFGRID3
* xyz 0 1
C 39.5780 18.6120 56.4700
C 40.1980 19.7680 55.7790
C 39.4540 19.9310 54.6180
N 38.3390 19.1460 54.7050
C 38.4750 18.2290 55.7620
H 39.9750 18.2980 57.5050
H 41.0970 20.3430 55.9800
H 39.4600 20.8630 54.0400
H 37.5080 19.2040 54.2630
H 37.7800 17.2130 56.0610
C 43.0410 16.9640 55.9610
C 43.9880 15.7330 56.0300
C 44.8300 15.8310 54.9710
N 44.4280 17.0260 54.3290
C 43.4430 17.7800 54.9520
H 42.3140 17.2270 56.5280
H 43.6920 14.6920 56.5950
H 45.6440 15.0840 54.7590
H 44.9750 17.2550 53.4830
H 42.9600 18.7740 54.7220
C 42.0990 20.6610 59.1320
C 42.8090 22.0110 59.6330
C 41.7930 22.8750 59.9280
N 40.5850 22.1700 59.7720
C 40.7260 20.9140 59.2140
H 42.5290 19.6680 58.7340
H 43.7930 22.2960 59.6530
H 41.8350 23.7700 60.2340
H 39.6180 22.5080 59.9370
H 39.9390 20.3100 58.8880
C 36.6390 20.0920 52.1910
C 35.7010 20.2840 53.3440
C 35.7130 21.6960 53.5180
N 36.4870 22.2530 52.4410
C 37.1080 21.2300 51.7350
H 36.8670 19.1590 51.6950
H 34.9380 19.6390 53.9140
H 35.1360 22.3030 54.1850
H 36.6930 23.2820 52.2090
H 38.0230 21.4840 51.1310
*
```

Calculated values
- SMILES = c1cc[nH]c1.c1cc[nH]c1.c1cc[nH]c1.c1cc[nH]c1
- HOMO-LUMO gap (eV) = 8.963
- LUMO level (Eh) = 0.0274
- highest occupied orbital energy (eV) = -8.22
- ΔE to the lowest compared entry with this formula, charge and spin (kcal per mole) = 154.5



6.
This record from the Open Molecules 2025 dataset describes C32H43MoN9O2SSi as an isolated structure. The level of theory is ωB97M-V/def2-TZVPD.

```
! wB97M-V def2-TZVPD RIJCOSX def2/J DEFGRID3
* xyz 0 1
Mo 1.3260 0.6233 -0.5994
C -2.3595 -1.4206 2.6128
C -2.4760 -1.6007 1.1160
C -2.0976 -2.8018 0.4996
C -1.5324 -3.9316 1.3293
C -2.2583 -2.9474 -0.8796
C -1.9534 -4.2502 -1.5805
C -2.7434 -1.8853 -1.6496
C -2.8271 -2.0609 -3.1460
C -3.1327 -0.6956 -1.0334
C -3.7685 0.4323 -1.8107
C -2.9746 -0.5468 0.3470
C -3.3343 0.7649 0.9973
H -1.4681 -0.8378 2.8699
H -2.3039 -2.3688 3.1400
H -3.2213 -0.8848 3.0102
H -2.3257 -4.5781 1.7183
H -0.9659 -3.5585 2.1783
H -0.8476 -4.5520 0.7574
H -1.0274 -4.1800 -2.1572
H -2.7479 -4.5061 -2.2835
H -1.8549 -5.0839 -0.8918
H -3.6797 -2.6837 -3.4352
H -1.9265 -2.5456 -3.5264
H -2.9164 -1.1118 -3.6647
H -3.0618 1.2422 -2.0035
H -4.5959 0.8644 -1.2472
H -4.1699 0.0976 -2.7639
H -4.3969 0.8115 1.2602
H -3.1177 1.6061 0.3394
H -2.7619 0.9252 1.9067
C -0.0100 1.3230 5.3723
Si 0.5841 2.8566 4.4815
C -0.8641 3.7821 3.7622
C 1.4824 3.9833 5.6810
C 1.8543 2.2994 3.1928
C 3.2050 2.2792 3.5260
C 4.1861 1.8296 2.6427
C 3.7838 1.3906 1.4026
N 2.4960 1.3817 1.0564
C 1.5385 1.8104 1.9145
S -0.0216 1.6366 1.1515
H -0.7188 1.5790 6.1630
H 0.8222 0.7810 5.8265
H -0.5127 0.6462 4.6772
H -1.4476 4.2102 4.5823
H -1.5147 3.1316 3.1786
H -0.5440 4.5968 3.1111
H 0.7881 4.3394 6.4455
H 1.8876 4.8570 5.1660
H 2.3044 3.4844 6.1978
H 3.5168 2.6295 4.5036
H 5.2314 1.8232 2.9152
H 4.4827 1.0257 0.6600
N 1.4333 -1.0412 -0.2997
C 1.5633 -2.3841 0.0143
C 1.5321 -3.3332 -1.0067
C 1.7585 -4.6665 -0.7080
C 2.0223 -5.0610 0.5983
C 2.0431 -4.1122 1.6130
C 1.8074 -2.7777 1.3296
H 1.3214 -2.9958 -2.0144
H 1.7318 -5.4040 -1.5004
H 2.2029 -6.1034 0.8256
H 2.2378 -4.4159 2.6340
H 1.8202 -2.0236 2.1073
C -1.9887 3.5207 -3.9121
N -1.2566 2.2733 -3.7759
C -1.2300 1.3363 -4.7658
C -0.5314 0.2010 -4.6379
C 0.1831 -0.0620 -3.3949
O 0.8359 -1.0943 -3.2288
N 0.1229 0.9093 -2.4160
C -0.5385 2.0868 -2.5920
O -0.5159 2.9898 -1.7634
H -2.4398 3.5519 -4.9017
H -1.3189 4.3686 -3.7828
H -2.7686 3.5927 -3.1540
H -1.8014 1.5778 -5.6527
H -0.5027 -0.5470 -5.4140
N 5.1523 2.8572 -3.7729
N 4.3348 1.8614 -3.2608
N 4.4791 0.6005 -3.5852
C 3.5694 0.0244 -2.8143
N 2.9326 0.9343 -2.0634
N 3.4371 2.1134 -2.3591
H 5.4464 2.5412 -4.6904
H 4.5840 3.6928 -3.8637
H 3.3321 -1.0239 -2.8116
*
```

Calculated values
- HOMO-LUMO gap (eV) = 7.090
- LUMO level (Eh) = 0.0113
- highest occupied orbital energy (eV) = -6.78
- ΔE to the lowest compared entry with this formula, charge and spin (kcal per mole) = 3.9